The following is a quantum chemistry calculation of a single C23H23NO3 molecule, from OMol25.

Its SMILES is O=C(O)[C@@H](c1ccc(OCc2ccc3ccccc3n2)cc1)C1CCCC1. Its energy above the lowest of the compared OMol25 structures with the same formula, charge and spin is 62.5 kJ/mol. As for the HOMO energy: -8.1 eV. Its total energy is -1170.7546 hartree. As for the HOMO-LUMO gap: 8.39 eV. The total charge is 0.

```
50
C23H23NO3 | OMol25 | ωB97M-V with the def2-TZVPD basis set
O -2.15119 -2.36553 -1.16687
O -2.08970 -2.76867 1.02264
O 1.36025 2.98352 0.77325
N 2.76972 0.72536 0.42138
C 4.47118 -0.65468 -0.60743
C 2.95175 -1.54073 1.08909
C 4.86743 0.45304 -1.38844
C -2.95600 -0.67230 0.36828
C -4.53370 1.20309 -0.31468
C 2.39788 3.03040 -0.16946
C -0.97715 0.51611 -0.64940
C -2.37577 -2.00615 -0.04233
C 3.14752 1.72650 -0.32136
C 0.08452 1.39916 -0.58570
C 3.56416 -2.75891 0.98641
C 0.35241 2.08288 0.59550
C 3.39319 -0.46149 0.29805
C -6.44599 -0.21294 -0.23246
C 4.20620 1.64052 -1.25483
C 5.08080 -1.92142 -0.68502
C -1.79825 0.29938 0.44788
C -0.47804 1.87709 1.69581
C -1.53443 0.99388 1.62159
C -6.00822 1.16995 -0.70393
C -4.02170 -0.20967 -0.63410
C 4.63487 -2.95020 0.09810
C -5.27233 -1.11687 -0.62161
H 3.08268 3.80012 0.20364
H 4.47508 2.50700 -1.84041
H -2.15729 0.83781 2.49067
H -3.39728 -0.78367 1.36239
H 5.10364 -3.92141 0.03687
H -0.26640 2.41564 2.60583
H -3.57136 -0.22563 -1.62851
H -6.58158 1.97385 -0.24428
H -1.15776 -0.02535 -1.56583
H 0.70396 1.53149 -1.45906
H 5.90198 -2.06401 -1.37354
H 5.68676 0.34384 -2.08600
H -7.38357 -0.53556 -0.68283
H -3.97184 1.97135 -0.84303
H 2.12537 -1.36855 1.76070
H 2.03049 3.35680 -1.15536
H -6.57267 -0.20507 0.85135
H -1.66813 -3.59660 0.74243
H -5.15944 -1.94818 0.07421
H 3.22819 -3.58861 1.59114
H -4.44306 1.39641 0.75553
H -5.43414 -1.53941 -1.61295
H -6.11244 1.24454 -1.78739
```

These are the natural (NBO) partial charges, in e, on atoms 1 to 5: -0.61 -0.69 -0.48 -0.44 -0.12